A | Computed, not measured: one molecule with the formula C19H23N3O2, with ωB97M-V with the def2-TZVPD basis set.

Calculated values
structure (SMILES)	CCN(CC(=O)NC(=O)NCc1ccccc1)Cc1ccccc1
HOMO-LUMO gap	9.223	eV

Atoms and positions in Å:
C: -2.7497 -4.5393 -0.5818
C: -2.4414 -3.0684 -0.8471
N: -2.8232 -2.2370 0.2851
C: -3.1437 -0.8705 -0.0516
C: -2.0057 -0.0328 -0.6446
O: -1.1879 -0.4785 -1.4241
N: -2.0293 1.2765 -0.2588
C: -1.1280 2.3240 -0.5801
O: -1.3221 3.4192 -0.1017
N: -0.1462 1.9878 -1.4221
C: 0.8779 2.9356 -1.8147
C: 2.1233 2.7853 -0.9782
C: 2.1585 3.3199 0.3040
C: 3.2849 3.1712 1.0930
C: 4.3881 2.4884 0.6067
C: 4.3582 1.9510 -0.6690
C: 3.2282 2.0953 -1.4563
C: -1.9779 -2.3553 1.4697
C: -0.6482 -1.6517 1.3630
C: 0.4338 -2.2610 0.7392
C: 1.6183 -1.5712 0.5530
C: 1.7449 -0.2681 1.0016
C: 0.6851 0.3376 1.6536
C: -0.5013 -0.3508 1.8314
H: -2.0734 -4.9668 0.1539
H: -3.7683 -4.6447 -0.2177
H: -2.6451 -5.1048 -1.5042
H: -3.0384 -2.7370 -1.6998
H: -1.3863 -2.9452 -1.1204
H: -3.9431 -0.8873 -0.8029
H: -3.5347 -0.3852 0.8470
H: -2.7525 1.5841 0.3779
H: -0.0582 1.0108 -1.6828
H: 1.1038 2.7776 -2.8724
H: 0.4554 3.9347 -1.6762
H: 1.2956 3.8533 0.6748
H: 3.3057 3.5903 2.0884
H: 5.2689 2.3744 1.2216
H: 5.2156 1.4158 -1.0507
H: 3.2073 1.6730 -2.4509
H: -2.5472 -1.9414 2.3094
H: -1.8279 -3.4191 1.6568
H: 0.3518 -3.2841 0.4019
H: 2.4476 -2.0531 0.0558
H: 2.6671 0.2721 0.8528
H: 0.7825 1.3498 2.0173
H: -1.3228 0.1255 2.3502

Atomic partial charges in e from the Mulliken method, atoms 1 to 6: -1.518, -0.163, 0.308, -1.209, 0.852, -0.705

B | Computed, not measured: one molecule with the formula C19H23N3O2, with ωB97M-V with the def2-TZVPD basis set.

Calculated values
structure (SMILES)	COc1ccccc1Nc1ccc(C(=O)NC2CCCCC2)cn1
HOMO-LUMO gap	8.504	eV

Atoms and positions in Å:
C: -6.9342 -2.4206 -0.3415
O: -5.7379 -1.7192 -0.1102
C: -5.7869 -0.3510 -0.0480
C: -6.9265 0.4134 -0.2256
C: -6.8624 1.7965 -0.1278
C: -5.6669 2.4169 0.1736
C: -4.5205 1.6619 0.3596
C: -4.5544 0.2804 0.2255
N: -3.4490 -0.5363 0.4168
C: -2.1284 -0.2997 0.1789
C: -1.6372 0.7937 -0.5537
C: -0.2776 0.9128 -0.7097
C: 0.5825 -0.0351 -0.1430
C: 2.0484 0.1338 -0.3361
O: 2.4993 0.7720 -1.2707
N: 2.8172 -0.4635 0.6058
C: 4.2730 -0.4258 0.6242
C: 4.8550 -1.0654 -0.6390
C: 6.3790 -1.0502 -0.5863
C: 6.8925 0.3784 -0.4375
C: 6.3133 1.0214 0.8185
C: 4.7893 1.0088 0.7681
C: -0.0132 -1.1140 0.5010
N: -1.3147 -1.2461 0.6587
H: -7.6717 -2.2275 0.4441
H: -7.3654 -2.1697 -1.3158
H: -6.6631 -3.4752 -0.3303
H: -7.8728 -0.0543 -0.4468
H: -7.7580 2.3795 -0.2777
H: -5.6209 3.4903 0.2751
H: -3.5978 2.1452 0.6381
H: -3.6557 -1.4838 0.7047
H: -2.3127 1.4933 -1.0168
H: 0.1530 1.7264 -1.2745
H: 2.3549 -0.9044 1.3824
H: 4.5893 -1.0090 1.4975
H: 4.4877 -2.0903 -0.7311
H: 4.5073 -0.4995 -1.5033
H: 6.7219 -1.6500 0.2612
H: 6.7808 -1.4984 -1.4969
H: 6.5920 0.9607 -1.3104
H: 7.9835 0.3799 -0.3885
H: 6.6544 0.4707 1.6994
H: 6.6681 2.0498 0.9095
H: 4.3751 1.4569 1.6747
H: 4.4411 1.5862 -0.0885
H: 0.5693 -1.9401 0.8923

Atomic partial charges in e from the Mulliken method, atoms 1 to 6: -0.906, -0.441, 0.865, -0.512, -0.686, -0.818

Top of the stability list: A, leading by 39.6 kJ/mol.

A | Computed, not measured: one molecule with the formula CH3IS, with ωB97M-V with the def2-TZVPD basis set.

Calculated values
HOMO-LUMO gap	6.798	eV

Atoms and positions in Å:
C: -0.1153 1.4306 0.0171
S: 2.5109 -1.9975 -0.0074
I: 1.7507 0.6408 0.1455
H: -0.7495 1.0273 0.8288
H: -0.6674 1.2091 -0.9001
H: 1.4327 -2.6804 0.2143

Partial charges, Mulliken, in e: -0.692, -0.414, 0.493, 0.233, 0.260, 0.120

B | Computed, not measured: a 2-piece molecular cluster, CH3IS overall, with ωB97M-V with the def2-TZVPD basis set.

Calculated values
structure (SMILES)	C=S.I
HOMO-LUMO gap	8.401	eV

Atoms and positions in Å:
C: -0.5080 0.0145 0.2288
S: -1.5580 -0.4766 1.3627
H: -0.1391 1.0820 0.2146
H: -0.0736 -0.4251 -0.7333
I: 2.7493 -1.5850 2.3146
H: 1.2979 -1.2456 2.5746

Partial charges, Mulliken, in e: -0.329, -0.167, 0.241, 0.258, -0.056, 0.053

Top of the stability list: B, leading by 196.2 kJ/mol.

A | Computed, not measured: an isolated ion of composition C4H12N3 and charge +1, with ωB97M-V with the def2-TZVPD basis set.

Calculated values
multiplicity	3
total charge	+1
HOMO-LUMO gap (spin up / spin down)	6.149 / 8.564	eV

Atoms and positions in Å:
C: -1.1595 2.0630 -0.0607
C: -1.6012 -1.4350 -0.1911
C: -0.9734 0.8587 0.4428
C: -0.5165 -0.3686 -0.2700
N: 2.1463 0.5881 -0.6391
N: 1.8231 0.1006 0.6087
N: 0.7210 -0.9119 0.4230
H: -1.0344 2.2917 -1.1065
H: 2.9531 0.1993 -1.1143
H: -1.4773 2.8711 0.5757
H: -2.5227 -1.0194 -0.5893
H: -1.3588 -2.3253 -0.7637
H: -1.7971 -1.7129 0.8428
H: -1.1165 0.7037 1.5091
H: -0.2417 -0.1415 -1.3016
H: 2.0995 1.5954 -0.6859
H: 1.0251 -1.7374 -0.1198
H: 0.4458 -1.2188 1.3658
H: 2.5853 -0.4008 1.0743

Atomic partial charges in e from the Mulliken method, atoms 1 to 6: -1.096, -1.410, -0.184, 0.325, -0.419, -0.251

B | Computed, not measured: C4H12N3 as an isolated structure, with ωB97M-V with the def2-TZVPD basis set.

Calculated values
multiplicity	3
total charge	+1
HOMO-LUMO gap (spin up / spin down)	7.925 / 9.268	eV

Atoms and positions in Å:
C: 3.8760 -0.1823 -0.0719
C: -1.9828 -0.6983 1.0155
C: -0.6075 -0.2514 -0.8453
C: -2.3669 1.3695 -0.3356
N: 2.6943 -0.3094 0.6381
N: 1.5653 -0.2559 0.6400
N: -1.5192 0.1746 0.0078
H: 4.6394 0.1433 0.7355
H: 3.8115 0.5095 -0.8281
H: 4.1622 -1.2146 -0.3508
H: -1.1132 -1.0575 1.5201
H: -2.7217 -0.2625 1.6491
H: -2.5410 -1.5669 0.6501
H: 0.6758 -0.0994 -0.3991
H: -0.4823 -1.3083 -1.1192
H: -0.4959 0.1932 -1.7744
H: -2.2111 2.0698 0.5471
H: -1.9952 1.7375 -1.2517
H: -3.3877 1.0092 -0.4271

Atomic partial charges in e from the Mulliken method, atoms 1 to 6: -0.581, -0.903, -1.067, -0.797, -0.087, -0.084

Top of the stability list: B, leading by 120.2 kJ/mol.